Computed, not measured: 2 unconnected molecules or ions with the total composition C6H8N4 at a distorted geometry, with the ωB97M-V functional and the def2-TZVPD basis.

E	-12311.019	eV
SMILES string	c1c[nH]cn1.c1c[nH]cn1
energy relative to the best compared isomer or geometry (same formula, charge and spin)	25.2	kcal/mol
total charge	0
strongest force on any atom	3.54	eV Å⁻¹

Positions of all 18 atoms, in Å:
N -1.684118 1.047370 -0.977244
C -2.459298 1.844529 -1.636534
C -0.494729 0.953690 -1.734075
C -0.578459 1.819780 -2.738555
N -1.854519 2.387279 -2.676654
H -3.527308 1.853020 -1.418855
H 0.304951 0.234900 -1.555306
H 0.063641 2.127719 -3.563763
H -2.282718 3.107489 -3.263574
N 2.036240 -2.997539 1.929534
C 1.209370 -2.342039 1.107294
C 2.146130 -2.112059 3.114414
C 1.479960 -0.925970 2.800544
N 0.770041 -1.140539 1.627895
H 0.790411 -2.838719 0.232145
H 2.598870 -2.401469 4.062764
H 1.510471 -0.017660 3.402334
H -0.028929 -0.599790 1.287643

Forces on the atoms, in the same order (eV/Å):
N 1.24 -1.89 -0.05
C -1.21 -0.78 1.50
C -0.63 -0.28 1.46
C -0.30 1.70 -2.24
N 0.36 0.94 -1.53
H 0.36 0.79 -0.07
H -0.33 0.45 0.32
H -0.04 -0.35 0.48
H 0.63 -0.64 0.20
N -1.06 2.30 1.57
C 0.35 -1.00 1.94
C -0.96 0.21 -3.40
C 0.22 -1.77 1.30
N 0.80 -0.01 -0.49
H 0.15 0.59 0.12
H 0.26 0.13 -0.72
H -0.61 -0.25 -0.46
H 0.77 -0.14 0.07

Results of the Mulliken charge analysis, in e, for atoms 1 through 5: N -0.4776; C -0.1595; C -0.1336; C -0.4278; N -0.0483